(1)
Formula: C8H10N3O3
Source: OMol25
Level of theory: wB97M-V/def2-TZVPD

Calculated values
Calculated total energy (a.u.): -700.7955
Kohn-Sham gap (eV): 7.25
Molecular weight (g mol⁻¹): 196.2

Structure (ORCA input):
```
! RIJCOSX wB97M-V def2-TZVPD def2/J DEFGRID3
* xyz -1 1
C -0.53147 -0.24664 -2.73368
C -2.12052 0.61250 -1.56256
C 0.14906 1.08373 2.22129
C 2.48378 0.29658 0.62840
C 2.34057 -1.17611 0.52290
C 1.10105 -0.29292 0.38712
C -1.23346 -0.86780 1.56059
C 0.04723 -0.14211 1.47423
N -0.89033 0.79263 -3.49083
N -1.99349 1.23746 -2.72804
N -1.18809 -0.33952 -1.52746
O 0.06009 2.27798 2.31207
O -2.95245 0.89874 -0.71110
O 0.67531 0.03938 2.83461
H 0.13512 -0.96343 -2.97404
H 2.49109 0.73442 1.58474
H 2.80127 0.93872 -0.17427
H 2.77802 -1.68648 -0.28820
H 2.48980 -1.65830 1.43941
H 0.63704 -0.25053 -0.60617
H -1.10318 -2.00578 1.76685
H -1.77054 -0.89998 0.54018
H -1.94843 -0.60524 2.39532
H -2.45747 2.22270 -2.87136
*
```

(2)
Formula: BrMn2
Source: OMol25
Level of theory: wB97M-V/def2-TZVPD

Calculated values
⟨S²⟩: 30.355
Calculated total energy (a.u.): -4874.5705
Kohn-Sham gap (spin up / spin down) (eV): 4.97 / 6.61
Relative energy (zero: lowest compared OMol25 entry of this formula, charge and spin) (kcal/mol): 59.51
Molecular weight (g mol⁻¹): 189.8

Structure (ORCA input):
```
! RIJCOSX wB97M-V def2-TZVPD def2/J DEFGRID3
* xyz 3 11
Mn 0.80993 -2.73912 -1.62904
Mn -0.15883 2.15035 2.47108
Br -0.65111 0.58877 -0.84205
*
```

(3)
Formula: C2H6O2
Source: OMol25
Level of theory: wB97M-V/def2-TZVPD

Calculated values
Calculated total energy (a.u.): -230.2442
Kohn-Sham gap (eV): 11.04
Relative energy (zero: lowest compared OMol25 entry of this formula, charge and spin) (kcal/mol): 22.83
Molecular weight (g mol⁻¹): 62.1

Structure (ORCA input):
```
! RIJCOSX wB97M-V def2-TZVPD def2/J DEFGRID3
* xyz 0 1
O 0.51611 0.06865 1.40244
C -0.11088 -0.84866 0.40692
C -0.72987 -0.06128 -0.77414
O 0.38742 0.80610 -1.14164
H -0.29668 0.49212 1.78517
H 0.64384 -1.47102 -0.00330
H -0.85174 -1.46925 0.84919
H -1.62416 0.57623 -0.45788
H -0.91127 -0.64642 -1.71529
H 0.85627 0.97995 -0.34101
*
```

(4)
Formula: C35H41IN5OS2V
Source: OMol25
Level of theory: wB97M-V/def2-TZVPD

Calculated values
⟨S²⟩: 3.807
Calculated total energy (a.u.): -3745.2572
Kohn-Sham gap (spin up / spin down) (eV): 6.80 / 6.69
Relative energy (zero: lowest compared OMol25 entry of this formula, charge and spin) (kcal/mol): 36.85
Molecular weight (g mol⁻¹): 789.7

Structure (ORCA input):
```
! RIJCOSX wB97M-V def2-TZVPD def2/J DEFGRID3
* xyz 1 4
V 0.32056 -0.89689 -0.34247
C 1.43193 -3.85648 -0.53738
C 1.37151 -3.06060 0.74400
C 0.32439 -3.22746 1.65516
C 0.37723 -2.64882 2.91672
C -0.72604 -2.87132 3.91136
C 1.49771 -1.89546 3.26488
C 2.54334 -1.68448 2.37992
C 3.78371 -0.94409 2.79770
C 2.44676 -2.24103 1.09905
H 2.00688 -4.77062 -0.37581
H 1.93191 -3.30550 -1.33877
H 0.44149 -4.14762 -0.87706
H -0.51896 -3.85401 1.38666
H -0.47863 -3.70480 4.57185
H -1.66517 -3.11408 3.41451
H -0.88286 -1.98880 4.53149
H 1.55313 -1.47475 4.26399
H 4.11423 -1.27411 3.78251
H 3.61155 0.13243 2.85609
H 4.59806 -1.11679 2.09467
H 3.28651 -2.15270 0.41740
C -3.49868 2.12011 4.97335
C -2.51474 2.75895 4.22936
C -1.84169 2.08391 3.22459
C -2.14217 0.74828 2.94674
C -3.14720 0.12602 3.68835
C -3.81900 0.79969 4.69650
C -1.47737 -0.04941 1.89906
C -0.40714 0.22794 1.15267
C 0.50297 1.39510 1.20114
C 1.37086 1.58147 2.28491
C 2.28457 2.62025 2.29294
C 2.36935 3.48437 1.20563
C 1.51810 3.31424 0.12592
C 0.58952 2.28065 0.12367
H -4.01817 2.65235 5.75905
H -2.27296 3.79447 4.43042
H -1.09534 2.61046 2.64737
H -3.40647 -0.90375 3.46895
H -4.59363 0.29615 5.25948
H -1.96351 -1.00868 1.72557
H 1.28558 0.91848 3.13701
H 2.93069 2.76283 3.15018
H 3.09222 4.28946 1.20794
H 1.56847 3.99468 -0.71481
H -0.10351 2.15799 -0.69898
N -3.08745 -2.81126 -0.77040
C -1.90730 -2.80450 -1.43018
O -1.00403 -2.03172 -0.86168
C -1.64065 -3.57310 -2.54404
I -3.06945 -2.15795 -4.53178
H -3.29219 -1.96317 -0.25983
H -3.87697 -3.20807 -1.25774
H -2.34671 -4.33230 -2.83915
H -0.64667 -3.59762 -2.95819
N 0.11127 -0.29393 -3.52608
C 1.33505 -0.07052 -3.05979
N 1.65435 -0.11053 -1.77284
C 2.98013 0.32978 -1.58380
C 3.59918 0.54314 -0.36114
C 4.91773 0.96367 -0.34945
C 5.61710 1.17866 -1.53641
C 4.99639 0.99742 -2.76040
C 3.67236 0.58460 -2.76265
S 2.62292 0.35122 -4.13719
H -0.67814 -0.43597 -2.89986
H -0.08731 -0.55957 -4.48039
H 3.05416 0.41648 0.56328
H 5.40577 1.14080 0.60014
H 6.64714 1.50540 -1.50418
H 5.52442 1.18905 -3.68453
C -4.67661 1.87486 -4.44342
N -3.94131 1.13936 -3.42615
C -2.80069 1.45981 -2.81361
S -2.39435 0.71494 -1.33439
N -1.97379 2.37597 -3.35194
C -1.80271 2.70548 -4.76147
H -5.73515 1.67585 -4.29506
H -4.40801 1.57366 -5.45495
H -4.52022 2.94393 -4.32332
H -4.39663 0.34176 -3.01207
H -1.23003 2.64028 -2.72852
H -2.35254 3.59711 -5.05887
H -2.10581 1.86697 -5.38359
H -0.74327 2.88200 -4.93784
*
```

(5)
Formula: C9H15N2
Source: OMol25
Level of theory: wB97M-V/def2-TZVPD

Calculated values
Calculated total energy (a.u.): -461.0966
Kohn-Sham gap (eV): 8.30
Relative energy (zero: lowest compared OMol25 entry of this formula, charge and spin) (kcal/mol): 64.75
Molecular weight (g mol⁻¹): 151.2

Structure (ORCA input):
```
! RIJCOSX wB97M-V def2-TZVPD def2/J DEFGRID3
* xyz 1 1
C 1.46602 -0.86033 -0.99939
C 2.83010 -0.75914 -0.99354
C 2.10054 0.21168 0.88255
C 0.98901 -0.23508 0.18396
C -1.35096 0.24503 1.43626
C -0.35502 -0.06598 0.46501
C -1.72398 -0.55745 0.18133
C -1.69625 -2.00412 0.28833
C -2.33107 0.07797 -1.10977
N 3.17975 -0.21328 0.21797
N 0.29984 2.67921 0.10744
H 0.79266 -1.26218 -1.70783
H 3.52019 -1.12573 -1.76260
H 2.07803 0.51560 1.89194
H -1.38391 -0.27835 2.37438
H -1.64830 1.31040 1.42266
H -1.49242 -2.33225 1.25931
H -0.97936 -2.39769 -0.39646
H -2.70901 -2.46848 0.00129
H -3.31641 -0.49967 -1.35723
H -1.58974 0.24723 -1.90689
H -2.75229 1.06758 -1.03516
H 4.12740 0.01917 0.59497
H 1.26987 2.32363 0.46841
H 0.23786 3.63124 0.46878
H 0.43745 2.73099 -0.97575
*
```

(6)
Formula: C19H24ClNO2
Source: OMol25
Level of theory: wB97M-V/def2-TZVPD

Calculated values
Calculated total energy (a.u.): -1403.7885
Kohn-Sham gap (eV): 9.13
Relative energy (zero: lowest compared OMol25 entry of this formula, charge and spin) (kcal/mol): 43.28
Molecular weight (g mol⁻¹): 333.9

Structure (ORCA input):
```
! RIJCOSX wB97M-V def2-TZVPD def2/J DEFGRID3
* xyz 0 1
C 0.55015 3.66822 2.05317
C 0.58056 2.18824 1.47823
C 0.99020 1.09016 2.37704
C 0.83885 -0.22576 1.57048
N -0.47513 -0.38688 0.86872
C -0.75642 -1.67278 0.43739
O -0.01962 -2.58780 0.74405
C -1.84407 -1.99914 -0.60164
C -2.83880 -2.87585 0.12720
C -2.74727 -4.28834 -0.45859
C -1.60473 -4.35430 -1.52036
C -1.27255 -2.84175 -1.74219
C -1.21053 0.78726 0.30012
C -0.60755 1.08573 -1.05261
C 0.82444 1.61358 -1.03544
C 1.60223 1.49346 -2.25356
C 2.97206 1.76367 -2.14237
C 3.47634 2.20069 -0.95075
O 4.82018 2.42736 -0.91899
C 2.69075 2.34562 0.20174
Cl 3.64994 2.73428 1.58657
C 1.34243 2.14294 0.12800
C -1.00459 1.97169 1.25529
H -0.08559 4.31119 1.40056
H 0.24574 3.67396 3.12059
H 1.60087 4.15553 2.19095
H 0.37709 1.06257 3.30238
H 2.06398 1.14950 2.69323
H 1.73748 -0.45344 0.95453
H 1.00723 -1.02237 2.29770
H -2.34949 -1.19317 -1.08897
H -3.88060 -2.49933 -0.02521
H -2.66095 -2.78709 1.20540
H -2.68301 -5.13877 0.27669
H -3.67940 -4.32260 -0.92578
H -0.76759 -4.92715 -1.09350
H -1.88235 -4.89397 -2.42953
H -1.63232 -2.54285 -2.71189
H -0.21252 -2.69003 -1.88038
H -2.24473 0.55219 0.24667
H -0.41258 0.18627 -1.64019
H -1.39982 1.72022 -1.62942
H 1.03093 1.01756 -3.15054
H 3.75129 1.66770 -2.89166
H 5.16650 2.11823 -1.73237
H -1.57348 2.79263 0.83319
H -1.47355 1.78289 2.22604
*
```